A.
{"formula": "C41H64LaN10O2PSi3", "method": "ωB97M-V with the def2-TZVPD basis set", "elements": ["H", "H", "H", "H", "H", "C", "N", "C", "H", "N", "C", "Si", "H", "H", "P", "H", "H", "C", "O", "Si", "H", "H", "H", "H", "H", "H", "N", "H", "C", "H", "C", "H", "C", "C", "H", "H", "N", "C", "H", "H", "C", "C", "H", "H", "H", "H", "H", "C", "H", "H", "H", "H", "H", "H", "C", "C", "H", "H", "H", "H", "C", "C", "C", "C", "H", "H", "C", "H", "H", "C", "N", "N", "H", "H", "C", "H", "N", "C", "C", "C", "C", "H", "H", "H", "C", "H", "La", "C", "H", "H", "C", "N", "H", "C", "H", "C", "N", "H", "C", "C", "C", "H", "C", "N", "H", "H", "H", "C", "H", "H", "O", "H", "C", "C", "H", "C", "C", "C", "H", "Si", "H", "C"], "positions_angstrom": [[9.9834, 13.1793, 9.0393], [17.1938, 7.4943, 12.9834], [9.7385, 19.4090, 10.6523], [11.4255, 15.7337, 13.5284], [13.3696, 11.3111, 7.8381], [10.5769, 17.9739, 9.3345], [10.2586, 11.9543, 12.5148], [11.1003, 15.2095, 12.5581], [11.9889, 9.1293, 5.9662], [15.2932, 11.0982, 13.2870], [13.9268, 10.5825, 8.4192], [8.0779, 7.3178, 9.6990], [16.6736, 7.6289, 9.9199], [12.6770, 7.5047, 7.6283], [14.7833, 8.7873, 11.7956], [11.2305, 12.5684, 15.8013], [10.9862, 10.3973, 6.5138], [10.8137, 16.2906, 11.4991], [9.1780, 11.4025, 9.1331], [8.0872, 10.2522, 8.3567], [12.0341, 13.7376, 11.2762], [9.7544, 5.8125, 6.4017], [15.1847, 16.9798, 10.5349], [9.8943, 7.0405, 5.1748], [7.2456, 6.7248, 11.7499], [14.2807, 13.4362, 10.8532], [11.4227, 16.0362, 10.3637], [7.5704, 11.8031, 6.3378], [16.3937, 11.6800, 13.8725], [8.8008, 12.8645, 7.6801], [13.8472, 14.9720, 7.5694], [13.5217, 14.2929, 6.8376], [14.2917, 15.1820, 9.8026], [17.4284, 10.7963, 13.9635], [15.8583, 10.5743, 7.3523], [10.4527, 18.5921, 8.4562], [12.7938, 7.6005, 13.4430], [14.4456, 17.1005, 8.4546], [15.5134, 14.6086, 11.3314], [5.7834, 7.6446, 8.5226], [12.2969, 13.1891, 13.2651], [14.0447, 16.3375, 7.3522], [8.3188, 8.1296, 12.0305], [8.7693, 5.2340, 8.9352], [13.5642, 6.9547, 15.2003], [18.4040, 10.9255, 14.4428], [6.0942, 11.5681, 8.8290], [13.0803, 8.5473, 12.4953], [6.3582, 5.9507, 8.2411], [9.8239, 5.5231, 10.4759], [9.8663, 8.7995, 12.3408], [17.9158, 8.1881, 14.5595], [13.1344, 12.5181, 12.9938], [16.3273, 12.6756, 14.3334], [8.7961, 5.6619, 9.9896], [7.7223, 10.7145, 6.5578], [10.3318, 9.4055, 5.2943], [9.8058, 17.7293, 12.6502], [17.5809, 8.6480, 8.6959], [5.6148, 9.9647, 8.5259], [6.3635, 10.5421, 9.1037], [9.6150, 11.2953, 15.2084], [15.2070, 10.2031, 8.0792], [6.3549, 6.7992, 8.9715], [10.8812, 7.0513, 14.2783], [16.2474, 7.6229, 8.1626], [11.3771, 7.6063, 13.4931], [14.7371, 18.1600, 8.3309], [8.1648, 13.2232, 9.3210], [13.6715, 6.6905, 14.1687], [13.5226, 10.1170, 9.6207], [12.1426, 14.2510, 12.2275], [11.5499, 16.3704, 8.3120], [13.4064, 16.0011, 12.1611], [8.8339, 10.8676, 14.1066], [13.4947, 5.6557, 13.9295], [17.0418, 9.6692, 13.3078], [11.0372, 12.3846, 13.5763], [11.7080, 7.1289, 8.0450], [7.4891, 7.7103, 11.3973], [10.0767, 18.3964, 10.5633], [10.1730, 14.6256, 12.8216], [8.1189, 5.0719, 10.5574], [6.4342, 10.2844, 10.1785], [16.5873, 8.2840, 9.0225], [5.8249, 6.3608, 9.8198], [11.1584, 10.5313, 10.2834], [15.6907, 9.8954, 12.9006], [8.5975, 10.4868, 5.8947], [12.5506, 13.7050, 14.2169], [10.1098, 17.4849, 11.6589], [15.5653, 9.3368, 9.1199], [11.5123, 6.0311, 7.5922], [14.4737, 9.2847, 10.0297], [8.3406, 6.9162, 6.1756], [9.0632, 12.7382, 8.7646], [11.9556, 9.0041, 11.9075], [13.9129, 14.5868, 13.1417], [9.4215, 6.8200, 6.1555], [9.0206, 8.6544, 8.6644], [11.1744, 16.7215, 9.2655], [8.3003, 11.3064, 12.0536], [17.7355, 8.3693, 13.4788], [13.9501, 14.3856, 8.7528], [8.0278, 10.1539, 14.2292], [14.0412, 16.7022, 6.3203], [11.9065, 7.0673, 9.1319], [9.0594, 11.3475, 12.8116], [6.6239, 8.3453, 11.3630], [6.7962, 10.2347, 6.1282], [11.7805, 12.6059, 9.9685], [14.6925, 6.7995, 13.8663], [10.7084, 12.1494, 14.9068], [13.5266, 14.9245, 12.1994], [18.6986, 8.4711, 13.0271], [14.6696, 16.5288, 9.6668], [14.4488, 14.4924, 11.0866], [10.9677, 9.3728, 6.2083], [9.3560, 10.9932, 16.1837], [10.2099, 8.1230, 7.3747], [12.4225, 13.0836, 9.4313], [10.8821, 8.3950, 12.4888]], "total_charge": 2, "homo_ev": -10.82, "spin_multiplicity": 1}



B.
{"formula": "C41H64LaN10O2PSi3", "method": "ωB97M-V with the def2-TZVPD basis set", "elements": ["C", "H", "H", "H", "N", "H", "C", "H", "C", "C", "C", "H", "H", "H", "H", "C", "H", "H", "O", "H", "H", "Si", "C", "N", "C", "C", "H", "C", "N", "H", "H", "H", "C", "H", "C", "C", "H", "H", "H", "H", "H", "H", "H", "C", "H", "C", "H", "H", "C", "H", "N", "C", "C", "C", "H", "N", "H", "H", "H", "P", "C", "H", "H", "C", "C", "H", "H", "H", "N", "H", "H", "C", "Si", "C", "C", "Si", "H", "H", "H", "H", "N", "C", "C", "H", "N", "La", "C", "H", "C", "C", "C", "C", "H", "C", "C", "N", "H", "H", "H", "C", "N", "H", "O", "C", "H", "C", "H", "H", "H", "H", "H", "H", "H", "H", "H", "H", "C", "H", "C", "H", "C", "C"], "positions_angstrom": [[2.7624, 2.4256, -3.4104], [2.5800, 2.1383, -0.8892], [1.7824, 3.6337, -1.2301], [-0.3438, -6.8634, -0.7676], [-2.0429, -0.7624, -2.9183], [1.5766, 4.8623, 5.2689], [2.6924, -0.6902, 6.2522], [-2.7854, -0.7176, 6.0122], [-1.1418, 0.7759, -5.8297], [-2.5967, 3.2381, 6.5967], [-2.7119, -1.9408, -2.8159], [3.4743, 0.0654, 6.0992], [1.4941, -2.7076, 0.0877], [-0.0050, 4.1008, 0.1778], [3.7228, 2.2377, 6.8418], [-1.4139, 1.5424, -6.9123], [2.0248, -0.6040, 5.3885], [-3.6506, 3.0321, 6.9173], [2.0647, -0.4396, 7.5962], [-0.8897, -1.8258, 6.1779], [-1.9073, -6.4908, -1.3568], [0.3911, -0.1879, 7.6122], [3.0469, -1.9054, -4.7400], [-0.4474, -4.9420, -1.2860], [4.3910, -2.1011, -4.5031], [1.7282, 2.2834, 4.1023], [4.7574, -3.0958, -4.2569], [-0.8012, -6.3643, -1.5499], [1.5093, 2.1150, -2.7190], [3.5963, 2.1495, -2.7191], [1.1242, -1.5300, -6.3054], [-5.2855, 0.0272, -2.8135], [-3.0101, 0.2470, 6.5382], [2.9727, 3.6925, 7.4163], [3.3631, 0.4593, -4.7785], [-0.1926, 2.4579, -4.5955], [-3.1126, -4.6477, -6.4664], [2.1367, 3.1372, 3.4881], [2.4440, 1.4282, 3.9582], [0.8296, 1.8867, 3.5496], [3.6187, -1.3732, -1.9913], [0.8774, 3.9443, -3.7151], [-2.6660, 3.9827, 5.7987], [-1.8310, 1.3786, 0.8495], [-4.9845, -3.7443, -2.3469], [-1.4209, 2.7069, 0.8984], [2.3845, -2.7795, -4.5260], [1.9218, 2.0237, -5.3078], [-2.1174, -4.9270, -6.2097], [0.6175, 4.8815, 6.8111], [0.1412, 0.8061, -0.3542], [-0.6403, -3.8041, -2.0527], [-1.1156, -3.2201, -4.7252], [1.6055, 2.5654, -1.2880], [-0.5768, -3.1746, -7.9912], [-0.3672, 1.1565, -4.7102], [-1.3057, -0.5772, 0.0675], [-4.0436, 0.5731, 6.2273], [0.3764, 0.9964, 9.7012], [-2.0128, -3.6751, -3.2738], [2.7470, 2.6362, 7.1462], [-1.3975, -1.9528, 7.7933], [2.7238, -1.3835, -0.6481], [2.8587, 1.8398, -4.7899], [-0.5082, 3.4280, -5.5792], [5.3259, 1.1501, -4.7746], [-2.6788, 1.0601, 1.4321], [-6.0821, -2.3776, -2.6906], [2.4983, -0.6019, -4.6796], [2.4933, 2.1149, 8.0174], [-1.7930, 1.0384, -7.8405], [-0.4439, -3.0526, -6.8927], [-1.7679, 1.5685, 6.0047], [0.7767, 4.4063, 5.8310], [4.7650, 0.2315, -4.6749], [1.3373, 2.5890, 5.9435], [-0.1388, 4.5654, 5.1438], [-2.1052, -5.5405, -5.2535], [2.9404, -1.7469, 6.1659], [-2.0429, 3.8102, 7.4167], [0.1746, -2.7921, -1.6066], [-3.0788, 0.1754, -2.8951], [0.9128, -3.3864, -0.5445], [6.3686, -1.2536, -4.7466], [-0.1850, -2.2663, -4.7427], [0.6466, -0.6915, -2.9216], [-1.2204, 2.9951, -6.7167], [-0.4090, 4.4798, -5.3396], [0.2746, -2.1763, -6.0804], [-5.1740, -2.6671, -2.1308], [-1.8356, 1.7240, 4.1697], [0.5018, -4.6451, -0.3328], [-0.4184, -6.6185, -2.5885], [0.5155, 2.0922, -0.4366], [0.0386, 1.3868, 6.5896], [-1.2859, -3.7774, -5.9484], [-1.7438, -5.5475, -7.0696], [-1.1373, 1.1109, 3.5685], [3.5717, 2.4466, -5.3049], [-4.2785, -0.4122, -2.7886], [-4.0394, -1.7844, -2.7005], [-5.3055, -2.5836, -1.0484], [2.7736, -1.0703, -1.5895], [5.2929, -1.0344, -4.6129], [0.1714, -2.6638, 7.2481], [0.1296, -0.0458, 9.4521], [-2.1668, 3.4156, 1.2897], [-1.6621, 2.7518, 3.7927], [0.6612, -5.4054, 0.4731], [-0.3295, 3.0838, -2.6013], [-2.7506, 1.2437, -3.0025], [-0.8532, -0.3102, 9.8274], [2.9738, 3.5235, -3.3799], [-2.8750, 1.3592, 3.9275], [0.8254, -0.7690, 10.0408], [-2.9035, 0.1872, 7.6690], [0.4604, 2.9452, -3.3428], [-1.4702, -0.2711, -5.8519], [-0.4550, -1.7598, 7.1878], [-1.5021, 3.7969, -7.3949], [-1.0331, 0.4962, 0.1990], [-0.2762, 3.0758, 0.1332]], "total_charge": 2, "homo_ev": [-11.61, -8.64], "spin_multiplicity": 1}



What is the stability order? It is A, B, from most stable to least stable.



A.
{"formula": "CH4BrN2", "method": "ωB97M-V with the def2-TZVPD basis set", "elements": ["H", "N", "N", "H", "C", "H", "H", "Br"], "positions_angstrom": [[-1.2630, 1.1785, 0.0530], [-0.2635, 1.0957, -0.0867], [-0.2955, -1.1078, -0.0724], [0.2376, -1.9518, 0.0684], [0.4031, -0.0180, -0.0480], [0.2340, 1.9520, 0.1444], [-1.2969, -1.1495, 0.0019], [2.2442, 0.0010, -0.0607]], "smiles": "NC(=[NH2+])Br", "total_charge": 1, "homo_ev": -16.39, "spin_multiplicity": 1}



B.
{"formula": "CH4BrN2", "method": "ωB97M-V with the def2-TZVPD basis set", "elements": ["N", "N", "H", "H", "C", "H", "H", "Br"], "positions_angstrom": [[-0.9313, -0.3053, -0.6859], [0.5234, 0.7233, 0.9829], [-1.3034, 0.7694, -0.4022], [-0.6654, -1.1428, -0.1739], [0.5073, -0.1106, 0.0367], [1.1650, -0.9353, -0.1617], [-1.0106, -0.1239, -1.7250], [1.7149, 1.1251, 2.1291]], "smiles": "[NH3+]/C=N/Br", "total_charge": 1, "homo_ev": -14.53, "spin_multiplicity": 1}



What is the stability order? It is A, B, from most stable to least stable.



A.
{"formula": "C2H9NS", "method": "ωB97M-V with the def2-TZVPD basis set", "elements": ["H", "H", "H", "H", "H", "C", "H", "H", "H", "S", "C", "H", "N"], "positions_angstrom": [[-0.3442, -0.3187, -1.5038], [1.2064, -0.9335, 0.2939], [-0.5689, -2.0923, 0.0278], [-0.7233, -1.0467, 1.1864], [3.4035, 0.4521, -0.0009], [-0.6250, 1.2875, -0.0302], [0.4010, 1.5934, -0.0926], [-1.3006, 1.9677, -0.6475], [-0.9165, 1.2200, 1.0328], [2.5323, -0.5106, 0.6094], [-0.8217, -0.0972, -0.5591], [-1.9460, -0.3448, -0.6186], [-0.2971, -1.1768, 0.3024]], "smiles": "CCN.S", "homo_ev": -8.38, "spin_multiplicity": 1}



B.
{"formula": "C2H9NS", "method": "ωB97M-V with the def2-TZVPD basis set", "elements": ["H", "C", "H", "N", "S", "H", "H", "H", "H", "H", "H", "H", "C"], "positions_angstrom": [[0.1839, 0.2574, -2.6304], [-0.7949, 0.1537, -2.1667], [0.5815, 1.0080, 3.0928], [-0.8601, -0.5076, -0.8718], [0.3541, -0.0038, 3.8919], [1.1882, -0.8922, -0.8781], [-1.3844, 0.1544, -0.3127], [1.6059, 0.0877, 4.2084], [0.7982, 0.4803, 0.0539], [-1.4890, -0.2171, -2.9346], [-1.0785, 1.1948, -2.0168], [0.4701, -1.1793, 0.7218], [0.4250, -0.5364, -0.1576]], "smiles": "CNC.S", "homo_ev": -8.97, "spin_multiplicity": 1}



What is the stability order? It is B, A, from most stable to least stable.



A.
{"formula": "C2H9NS", "method": "ωB97M-V with the def2-TZVPD basis set", "elements": ["H", "H", "H", "C", "N", "C", "H", "H", "H", "H", "S", "H", "H"], "positions_angstrom": [[0.9919, -0.8880, 1.7512], [-0.5185, -1.7229, -0.8452], [3.6071, 0.0442, 2.7805], [0.4338, -0.6588, 0.8506], [-3.2117, 1.3936, 0.0783], [0.4353, -1.4757, -0.3741], [-0.5575, -0.2877, 1.1117], [-2.2377, 1.1923, 0.2910], [-3.5034, 0.7643, -0.6683], [3.9670, -0.3337, 3.3110], [1.0486, 0.1964, -0.6166], [1.1201, -2.2992, -0.4387], [-3.2166, 2.3288, -0.3230]], "smiles": "[H][H].C1CS1.N", "homo_ev": -9.00, "spin_multiplicity": 1}



B.
{"formula": "C2H9NS", "method": "ωB97M-V with the def2-TZVPD basis set", "elements": ["N", "H", "C", "C", "S", "H", "H", "H", "H", "H", "H", "H", "H"], "positions_angstrom": [[-0.3396, 0.0794, 0.3044], [2.8569, 1.2665, -0.9197], [-1.7771, -0.2362, 0.5764], [0.5497, -1.0101, -0.2008], [1.8517, 2.0974, -1.2370], [0.0499, 0.3793, 1.1416], [0.7034, -1.0757, -1.3790], [0.7092, 1.9989, -0.5475], [-2.1231, 0.7367, 1.0644], [-2.0427, -1.0830, 1.1531], [1.5328, -0.6681, 0.2168], [-2.1942, -0.4116, -0.3698], [0.2229, -2.0736, 0.1972]], "smiles": "CNC.S", "homo_ev": -9.10, "spin_multiplicity": 1}



What is the stability order? It is A, B, from most stable to least stable.